The following is a quantum chemistry calculation of a structure of composition C9H14N4O4 at a distorted geometry, from OMol25.

Calculated values
E_LUMO = 0.5 eV
2S+1 = 1
calculated total energy = -871.252707 Eh
HOMO-LUMO gap = 9.610 eV
net charge = 0
energy above the lowest of the compared OMol25 structures with the same formula, charge and spin = 3.942 eV

Geometry (Å):
C1 1.39637 2.60622 -1.49834
C2 0.63102 1.28219 -1.03433
C3 2.49595 2.83750 -0.50688
C4 0.50166 -0.61726 0.51479
C5 1.49442 -1.62220 1.28569
C6 -0.51535 -1.46449 -0.37325
C7 -1.58638 -2.10120 0.32390
C8 -2.95012 -1.90722 0.01141
C9 -2.72976 -3.55488 1.61252
H1 0.69446 4.89012 -1.80627
H2 -0.62477 3.36958 -1.52619
H3 1.81841 2.37882 -2.53993
H4 3.22753 2.07946 -0.25493
H5 3.04405 3.73368 -1.05658
H6 1.11719 3.78588 0.45213
H7 2.23784 0.27848 -0.09708
H8 -0.03800 0.11392 1.13276
H9 0.07416 -2.23244 -0.90103
H10 -0.89716 -0.89942 -1.31760
H11 -3.45938 -1.31720 -0.68244
H12 -3.04916 -4.43671 2.27013
H13 -4.57444 -3.03878 1.00358
H14 0.05445 -2.74934 1.94937
N1 0.34234 3.73448 -1.34507
N2 1.29127 0.19601 -0.52171
N3 -1.53889 -3.01839 1.42739
N4 -3.56704 -2.79282 0.81890
O1 -0.62889 1.27934 -1.14239
O2 1.94409 3.37382 0.78117
O3 2.72672 -1.52685 1.06557
O4 1.06743 -2.66030 1.95470

Here are the Löwdin charges for atoms 1 to 6, given in e: -0.29 -0.38 -0.22 -0.11 -0.44 -0.12

***

The following is a quantum chemistry calculation of a structure of composition CH27HfO16 at a distorted geometry, from OMol25.

Calculated values
E_LUMO = -12.3 eV
2S+1 = 1
calculated total energy = -1305.207769 Eh
HOMO-LUMO gap = 5.880 eV
net charge = +3
energy above the lowest of the compared OMol25 structures with the same formula, charge and spin = 0.523 eV

Geometry (Å):
Hf1 -1.44921 1.06635 -2.09940
C1 -0.12400 0.00447 -0.14304
O1 0.35602 0.33591 -1.17558
O2 0.47790 -0.47488 0.94996
O3 -1.32442 0.00584 -0.33259
H1 1.40501 -0.27418 1.00104
O4 -3.12257 1.81427 -0.98689
H2 -3.19425 1.56742 -0.05450
H3 -4.04506 1.85966 -1.31916
O5 1.13756 -1.84243 3.36606
H4 0.81336 -2.12971 2.53566
H5 2.08893 -1.99055 3.50140
O6 3.93471 0.28156 -0.76416
H6 3.98056 0.37839 0.17826
H7 3.44475 -0.52097 -0.88569
O7 0.35490 0.93466 3.37056
H8 0.52184 0.01912 3.17590
H9 -0.58224 0.89150 3.35540
O8 -3.69836 -0.76808 -1.54612
H10 -3.66988 -1.54607 -0.93985
H11 -4.50803 -0.83960 -2.03139
O9 -0.24831 -2.66421 -1.17114
H12 -0.59316 -3.45607 -1.53350
H13 -0.19647 -2.86543 -0.23887
O10 2.90164 0.06065 1.90878
H14 3.11944 0.95163 1.68786
H15 2.65235 0.07642 2.83492
O11 2.40073 -2.13886 -1.01380
H16 1.46862 -2.28732 -0.98218
H17 2.75202 -2.69120 -0.28507
O12 0.00408 1.48642 -3.54921
H18 0.28793 2.43126 -3.74570
H19 0.72663 0.89364 -3.84321
O13 -1.95612 -0.31383 2.77820
H20 -1.76985 -1.20153 2.85282
H21 -1.56290 -0.06687 1.91240
O14 0.84544 2.55247 1.33311
H22 0.61709 3.36077 1.75296
H23 0.78724 1.85915 1.99900
O15 -1.21031 -0.92633 -2.91713
H24 -0.83713 -1.68965 -2.41244
H25 -1.61355 -1.30981 -3.72029
O16 -0.59733 2.72112 -1.18099
H26 0.08798 2.72560 -0.46224
H27 -0.86360 3.71931 -1.16014

Here are the Löwdin charges for atoms 1 to 6, given in e: 1.99 -0.78 0.04 0.17 -0.05 0.07

***

The following is a quantum chemistry calculation of a structure of composition C23H38BeN2O5 at a distorted geometry, from OMol25.

Calculated values
E_LUMO = -5.4 eV
2S+1 = 1
calculated total energy = -1399.089433 Eh
HOMO-LUMO gap = 1.431 eV
net charge = 0
energy above the lowest of the compared OMol25 structures with the same formula, charge and spin = 8.402 eV

Geometry (Å):
Be1 -0.13137 -0.42231 0.47486
C1 -2.02853 1.01144 -7.31987
C2 -2.62072 0.56394 -5.86192
O1 -1.68332 0.21281 -4.89023
H1 -2.81520 0.82133 -8.05001
H2 -1.18906 0.44408 -7.72175
H3 -1.77295 2.05387 -7.50989
H4 -3.29839 -0.28404 -5.96083
H5 -3.33993 1.34171 -5.60520
C3 5.04574 -3.89289 4.30780
C4 3.73083 -3.57641 4.95477
O2 2.94075 -2.59523 4.28998
H6 5.57260 -4.72742 4.77047
H7 5.74471 -3.07308 4.47348
H8 4.96535 -4.05102 3.23233
H9 4.03584 -3.25018 5.94907
H10 3.18824 -4.49412 5.18173
N1 -5.53094 -1.69469 1.97307
C5 -5.65872 -2.23398 3.19267
C6 -6.92238 -2.60780 3.70394
C7 -8.05748 -2.31951 2.87356
C8 -7.87031 -1.68365 1.65563
C9 -6.63332 -1.44307 1.26069
H11 -4.74620 -2.25406 3.76999
H12 -7.01169 -3.23093 4.58151
H13 -9.05081 -2.71062 3.03703
H14 -8.72089 -1.38403 1.06137
H15 -6.48840 -0.88826 0.34549
N2 2.33790 4.53024 0.21468
C10 3.15232 5.02158 1.23534
C11 3.67609 6.33283 1.32603
C12 3.23961 7.24576 0.35446
C13 2.34933 6.76511 -0.66981
C14 1.84359 5.43399 -0.70914
H16 3.54309 4.26439 1.89893
H17 4.36504 6.60380 2.11236
H18 3.61511 8.25802 0.38137
H19 2.04325 7.42799 -1.46562
H20 1.25217 5.08117 -1.54108
C15 7.15560 -1.77445 -2.50477
C16 6.33402 -1.13524 -1.37479
O3 5.12074 -1.23703 -1.27901
C17 7.16339 -0.34336 -0.36451
H21 7.00349 -1.12679 -3.36820
H22 6.67272 -2.73756 -2.67011
H23 8.24045 -1.73974 -2.40478
H24 7.42885 0.68393 -0.61410
H25 8.15599 -0.76019 -0.19390
H26 6.70033 -0.25350 0.61813
C18 -4.54911 5.71874 3.71427
C19 -4.18735 4.72932 2.61588
O4 -3.40223 3.80423 2.77924
C20 -4.72382 4.83138 1.17500
H27 -5.25470 5.13988 4.31022
H28 -4.97807 6.63534 3.30938
H29 -3.74541 6.10576 4.34068
H30 -5.71990 5.27295 1.20580
H31 -4.64321 3.97468 0.50593
H32 -4.10559 5.61999 0.74607
C21 -0.53028 -6.01307 -3.41639
C22 0.13198 -5.93686 -2.05945
O5 -0.25608 -5.47339 -0.99892
C23 1.55274 -6.51677 -2.07885
H33 0.12391 -5.66199 -4.21444
H34 -1.41295 -5.40730 -3.21140
H35 -0.89236 -7.00413 -3.68986
H36 1.54125 -7.38709 -2.73499
H37 1.73072 -6.84141 -1.05365
H38 2.27393 -5.76340 -2.39573

Here are the Löwdin charges for atoms 1 to 6, given in e: 0.24 -0.08 -0.34 -0.09 0.05 0.06

***

The following is a quantum chemistry calculation of a cluster of 4 separate species, Cl4O16 in total at a distorted geometry, from OMol25.

Calculated values
E_LUMO = 9.4 eV
2S+1 = 1
calculated total energy = -3043.165882 Eh
HOMO-LUMO gap = 6.173 eV
net charge = -4
energy above the lowest of the compared OMol25 structures with the same formula, charge and spin = 6.563 eV

Geometry (Å):
Cl1 19.32666 -11.38319 0.65134
O1 20.33813 -12.18872 -0.01208
O2 19.95639 -10.11082 0.21955
O3 18.01413 -11.73120 0.16487
O4 19.51522 -11.81510 1.86735
Cl2 16.01316 -11.11800 -4.44249
O5 15.57349 -11.91828 -5.56359
O6 17.15735 -10.44144 -5.05948
O7 15.09407 -10.13524 -3.80074
O8 16.69438 -12.13433 -3.57760
Cl3 19.22740 -8.22893 -2.88234
O9 19.58710 -6.87685 -2.52673
O10 20.39707 -9.03821 -2.72745
O11 18.33374 -8.54453 -1.70240
O12 18.92129 -8.23916 -4.17664
Cl4 21.67860 -11.95592 -5.79641
O13 21.17445 -10.94822 -4.89808
O14 21.14059 -11.78305 -7.06309
O15 23.19446 -11.86578 -5.79662
O16 21.47765 -13.32402 -5.38764

Here are the Löwdin charges for atoms 1 to 6, given in e: 0.55 -0.46 -0.37 -0.36 -0.37 0.67

***

The following is a quantum chemistry calculation of an isolated molecule of C2H5NOS at a distorted geometry, from OMol25.

Calculated values
E_LUMO = 0.6 eV
2S+1 = 1
calculated total energy = -607.361394 Eh
HOMO-LUMO gap = 10.160 eV
net charge = 0
structure (SMILES) = CSC(N)=O
energy above the lowest of the compared OMol25 structures with the same formula, charge and spin = 1.236 eV

Geometry (Å):
C1 -0.84828 -0.31722 -0.04338
C2 1.92941 -0.08973 -0.18374
N1 -2.24146 0.52134 -0.09502
O1 -0.89036 -1.49460 -0.12547
S1 0.47233 0.76252 0.38280
H1 2.44207 -0.65588 0.69773
H2 2.62396 0.71113 -0.33643
H3 1.60222 -0.68351 -1.04783
H4 -2.95233 -0.06566 0.11048
H5 -2.13756 1.31161 0.64085

Here are the Löwdin charges for atoms 1 to 6, given in e: -0.76 -0.40 0.04 0.04 0.89 0.08